A:
The following is a quantum chemistry calculation of a molecular structure, C47H40BrCl3F3GeN4O2PSSn, from the OMol25 dataset.

Molecular weight = 1190.5 g/mol

Each line ends with the Löwdin charge.
Atoms and positions in Å:
Sn -0.498 0.399 -0.964  1.14
C -1.622 -2.136 2.583  0.01
C -0.912 -1.565 1.402  -0.26
N -1.169 -0.380 0.992  -0.11
N -2.031 0.386 1.726  -0.01
C -3.143 0.637 1.084  -0.90
N -4.027 1.455 1.722  0.08
S -3.568 -0.027 -0.448  0.62
C 0.020 -2.377 0.590  -0.24
C 0.311 -3.695 0.901  0.00
C 1.144 -4.418 0.060  -0.02
C 1.645 -3.806 -1.071  -0.02
C 1.297 -2.488 -1.319  -0.13
N 0.517 -1.787 -0.503  0.04
H -2.584 -2.534 2.246  0.11
H -1.056 -2.925 3.067  0.05
H -1.823 -1.343 3.298  0.09
H -3.652 2.047 2.446  0.10
H -4.774 1.826 1.163  0.07
H -0.118 -4.156 1.777  0.11
H 1.385 -5.448 0.284  0.12
H 2.288 -4.329 -1.764  0.12
H 1.657 -1.978 -2.201  0.11
Cl 1.286 2.673 2.350  0.74
C 2.885 2.345 2.938  -0.66
C 3.618 3.412 3.443  -0.10
C 4.895 3.195 3.928  -0.08
C 5.438 1.917 3.907  -0.08
C 4.696 0.863 3.401  -0.07
C 3.405 1.052 2.907  -0.38
P 2.391 -0.332 2.240  1.10
C 3.704 -1.534 1.783  -0.37
C 4.059 -1.525 0.433  -0.11
C 5.047 -2.369 -0.051  -0.08
C 5.687 -3.252 0.807  -0.09
C 5.347 -3.269 2.153  -0.08
C 4.369 -2.411 2.639  -0.11
C 1.711 -1.006 3.809  -0.35
C 1.463 -2.371 3.964  -0.14
C 0.851 -2.860 5.110  -0.10
C 0.448 -1.990 6.111  -0.09
C 0.666 -0.628 5.957  -0.07
C 1.293 -0.141 4.821  -0.08
H 3.178 4.399 3.447  0.10
H 5.467 4.026 4.319  0.11
H 6.437 1.742 4.282  0.10
H 5.130 -0.128 3.381  0.09
H 3.558 -0.844 -0.244  0.08
H 5.315 -2.338 -1.100  0.11
H 6.453 -3.918 0.432  0.10
H 5.853 -3.944 2.832  0.10
H 4.137 -2.420 3.696  0.11
H 1.761 -3.064 3.188  0.09
H 0.688 -3.926 5.218  0.11
H -0.033 -2.369 7.004  0.10
H 0.349 0.063 6.729  0.11
H 1.457 0.924 4.724  0.09
Br -5.322 7.556 -1.046  0.73
C -3.938 6.274 -0.858  -0.69
C -2.640 6.709 -0.645  -0.12
C -1.633 5.766 -0.516  -0.01
C -1.927 4.410 -0.587  -0.15
C -3.235 3.992 -0.802  -0.02
C -4.248 4.926 -0.944  -0.11
C -0.806 3.418 -0.489  -0.60
O 0.356 3.760 -0.582  0.02
O -1.222 2.185 -0.306  -0.23
H -2.422 7.766 -0.587  0.10
H -0.606 6.072 -0.362  0.12
H -3.450 2.932 -0.877  0.09
H -5.267 4.613 -1.130  0.10
Cl -1.167 3.373 -3.777  0.62
C 0.211 4.476 -3.576  -0.98
Cl -0.181 6.114 -4.120  0.52
H 1.028 4.099 -4.178  0.03
H 0.470 4.504 -2.524  -0.01
Ge -1.249 -0.582 -3.280  0.85
C -2.842 0.126 -4.130  -0.37
C -4.119 -0.216 -3.688  -0.15
C -5.241 0.250 -4.355  -0.08
C -5.099 1.054 -5.478  -0.09
C -3.833 1.382 -5.939  -0.09
C -2.710 0.916 -5.270  -0.18
C -1.411 -2.513 -3.041  -0.37
C -0.786 -3.370 -3.945  -0.13
C -0.895 -4.748 -3.810  -0.09
C -1.633 -5.284 -2.764  -0.09
C -2.266 -4.441 -1.861  -0.08
C -2.158 -3.063 -1.999  -0.13
H -0.049 -0.337 -4.219  -0.01
H -4.248 -0.850 -2.819  0.04
H -6.227 -0.014 -3.996  0.10
H -5.977 1.420 -5.996  0.10
H -3.717 2.003 -6.819  0.10
H -1.726 1.179 -5.638  0.07
H -0.204 -2.961 -4.764  0.10
H -0.407 -5.401 -4.522  0.10
H -1.722 -6.358 -2.659  0.10
H -2.852 -4.856 -1.050  0.11
H -2.659 -2.411 -1.288  0.04
F 2.392 1.650 -0.526  0.06
C 1.582 1.104 -1.431  -0.65
F 1.461 1.983 -2.456  0.03
F 2.299 0.063 -1.977  0.00


B:
The following is a quantum chemistry calculation of a molecular structure, C47H40BrCl3F3GeN4O2PSSn, from the OMol25 dataset.

Molecular weight = 1190.5 g/mol

Each line ends with the Löwdin charge.
Atoms and positions in Å:
Sn -0.802 -0.109 -0.364  1.09
C 2.295 -3.250 0.860  -0.03
C 1.325 -2.403 0.104  -0.27
N 0.361 -1.755 0.650  -0.09
N 0.208 -1.762 2.022  -0.12
C -0.333 -2.843 2.554  -0.98
N -0.479 -2.749 3.911  0.07
S -0.797 -4.295 1.788  0.56
C 1.465 -2.334 -1.372  -0.23
C 2.475 -3.002 -2.052  0.01
C 2.511 -2.916 -3.434  -0.03
C 1.547 -2.171 -4.090  -0.03
C 0.590 -1.521 -3.329  -0.11
N 0.555 -1.604 -2.007  0.05
H 1.979 -3.414 1.882  0.06
H 3.269 -2.751 0.842  0.10
H 2.394 -4.220 0.376  0.09
H -0.420 -1.839 4.338  0.08
H -1.017 -3.467 4.359  0.07
H 3.218 -3.574 -1.518  0.11
H 3.285 -3.428 -3.991  0.11
H 1.532 -2.090 -5.168  0.11
H -0.180 -0.914 -3.790  0.09
Cl -2.452 -0.456 2.240  0.83
C -1.811 0.503 3.543  -0.60
C -2.596 0.519 4.690  -0.10
C -2.181 1.231 5.800  -0.07
C -0.980 1.925 5.764  -0.07
C -0.211 1.900 4.615  -0.08
C -0.601 1.194 3.474  -0.35
P 0.477 1.247 1.986  1.11
C 2.157 1.013 2.712  -0.32
C 2.875 2.096 3.222  -0.10
C 4.131 1.916 3.781  -0.08
C 4.696 0.651 3.836  -0.08
C 3.991 -0.431 3.334  -0.07
C 2.733 -0.253 2.777  -0.08
C 0.552 3.036 1.606  -0.37
C 1.556 3.452 0.730  -0.10
C 1.635 4.769 0.315  -0.06
C 0.715 5.699 0.782  -0.08
C -0.272 5.301 1.670  -0.07
C -0.356 3.977 2.079  -0.09
H -3.527 -0.031 4.695  0.11
H -2.796 1.242 6.691  0.11
H -0.643 2.485 6.626  0.11
H 0.724 2.444 4.596  0.10
H 2.467 3.097 3.173  0.10
H 4.670 2.772 4.169  0.10
H 5.678 0.511 4.269  0.10
H 4.417 -1.426 3.377  0.10
H 2.174 -1.100 2.420  0.06
H 2.303 2.744 0.393  0.10
H 2.417 5.068 -0.372  0.11
H 0.771 6.730 0.459  0.10
H -0.989 6.020 2.044  0.11
H -1.142 3.682 2.760  0.10
Br 4.625 4.999 -5.112  0.74
C 3.746 3.779 -3.959  -0.69
C 4.504 2.902 -3.199  -0.12
C 3.857 2.014 -2.356  -0.01
C 2.469 2.003 -2.282  -0.13
C 1.724 2.895 -3.047  -0.02
C 2.361 3.789 -3.893  -0.12
C 1.800 1.041 -1.348  -0.60
O 2.435 0.358 -0.562  0.05
O 0.504 1.014 -1.474  -0.23
H 5.583 2.918 -3.267  0.10
H 4.418 1.322 -1.742  0.12
H 0.646 2.894 -2.962  0.08
H 1.789 4.485 -4.489  0.09
Cl -1.583 1.517 -3.901  0.59
C -1.001 1.785 -5.549  -0.99
Cl -0.967 3.502 -5.970  0.53
H -1.667 1.277 -6.236  0.03
H 0.013 1.404 -5.617  0.02
Ge -2.853 -1.310 -1.527  0.89
C -2.259 -2.888 -2.499  -0.37
C -1.518 -3.906 -1.897  -0.13
C -1.051 -4.975 -2.648  -0.07
C -1.316 -5.042 -4.010  -0.09
C -2.059 -4.041 -4.618  -0.09
C -2.527 -2.972 -3.864  -0.14
C -4.125 -1.726 -0.116  -0.41
C -5.172 -0.848 0.168  -0.14
C -6.053 -1.116 1.204  -0.09
C -5.896 -2.264 1.970  -0.09
C -4.861 -3.145 1.692  -0.09
C -3.982 -2.880 0.651  -0.15
H -3.489 -0.366 -2.552  -0.03
H -1.277 -3.868 -0.839  0.02
H -0.477 -5.756 -2.164  0.11
H -0.948 -5.876 -4.594  0.10
H -2.277 -4.093 -5.678  0.10
H -3.102 -2.191 -4.351  0.09
H -5.292 0.059 -0.413  0.09
H -6.861 -0.428 1.416  0.10
H -6.582 -2.472 2.782  0.10
H -4.724 -4.038 2.289  0.11
H -3.167 -3.570 0.473  0.04
F -3.151 1.644 -0.868  -0.02
C -1.992 1.856 -0.169  -0.68
F -1.412 2.922 -0.758  0.06
F -2.397 2.274 1.054  0.02


The most stable arrangement is A, and the next structure is 62.5 kJ/mol less stable.


A:
The following is a quantum chemistry calculation of 2 unconnected molecules or ions with the total composition C3H9N2, from the OMol25 dataset.

Molecular weight = 73.1 g/mol
Total charge = +1

Each line ends with the natural charge from an NBO analysis.
Atoms and positions in Å:
C 2.140 2.166 0.843  0.07
C -0.814 -0.997 -0.776  0.30
C -2.153 -1.506 -1.065  -0.73
N 1.893 0.900 0.915  -0.68
N -0.349 -0.489 0.313  -0.64
H 2.974 2.693 1.464  0.19
H 1.597 2.876 0.267  0.19
H -0.090 -1.393 -1.438  0.21
H -2.677 -1.732 -0.096  0.28
H -2.047 -2.182 -1.947  0.28
H -2.843 -0.589 -1.248  0.29
H 2.668 0.342 1.248  0.39
H 0.680 0.066 0.476  0.45
H -0.981 -0.154 1.045  0.40


B:
The following is a quantum chemistry calculation of 2 unconnected molecules or ions with the total composition C3H9N2, from the OMol25 dataset.

Molecular weight = 73.1 g/mol
Total charge = +1

Each line ends with the natural charge from an NBO analysis.
Atoms and positions in Å:
C -1.374 0.692 1.683  -0.43
C 0.023 2.094 0.215  0.12
N -0.220 0.958 0.768  -0.40
H -0.915 0.204 2.557  0.25
H -1.948 -0.065 1.145  0.25
H -1.946 1.611 1.923  0.25
H -0.669 2.960 0.310  0.24
H 0.931 2.198 -0.417  0.24
H 0.416 0.220 0.398  0.46
C 0.986 -1.413 -1.116  -0.11
N 0.665 -2.401 -1.836  -0.52
H 0.555 -0.417 -1.336  0.13
H 1.746 -1.510 -0.339  0.16
H 0.911 -3.335 -1.455  0.36


C:
The following is a quantum chemistry calculation of a gas-phase ion, C3H9N2 (charge +1), from the OMol25 dataset.

Molecular weight = 73.1 g/mol
Total charge = +1

Each line ends with the natural charge from an NBO analysis.
Atoms and positions in Å:
C 0.557 -1.060 -0.763  -0.04
N 1.840 -0.400 -0.980  -0.83
H 0.625 -2.095 -0.459  0.23
H -0.184 -0.757 -1.508  0.22
H 1.744 0.081 -1.877  0.39
H 2.533 -1.105 -1.239  0.40
C -1.420 1.537 1.099  -0.29
C -1.305 0.452 0.346  -0.11
N -0.030 -0.304 0.461  -0.56
H -2.178 2.306 1.032  0.26
H -0.599 1.815 1.765  0.20
H -2.198 -0.156 0.214  0.25
H 0.648 0.461 0.543  0.46
H -0.034 -0.774 1.364  0.44


The most stable arrangement is A, and the next structure is 16.2 kJ/mol less stable.


A:
The following is a quantum chemistry calculation of 4 unconnected molecules or ions with the total composition C3H9N2, from the OMol25 dataset.

Molecular weight = 73.1 g/mol
Total charge = +1

Each line ends with the natural charge from an NBO analysis.
Atoms and positions in Å:
C -2.770 0.727 1.911  0.14
C -1.920 0.203 2.912  -0.11
N -1.222 -0.884 2.859  -0.23
C -0.513 -4.166 -0.887  -0.19
N -1.142 -3.167 -0.233  -0.43
H 0.547 -3.678 0.338  0.37
H -3.244 1.691 2.047  0.24
H -2.889 0.187 0.992  0.22
H 28.383 29.551 -24.308  0.00
H -1.813 0.804 3.854  0.23
H -1.373 -1.387 1.966  0.37
H -0.756 -5.168 -0.695  0.19
H 29.080 29.807 -24.235  0.00
H 0.088 -3.917 -1.772  0.19


B:
The following is a quantum chemistry calculation of 2 unconnected molecules or ions with the total composition C3H9N2, from the OMol25 dataset.

Molecular weight = 73.1 g/mol
Total charge = +1

Each line ends with the natural charge from an NBO analysis.
Atoms and positions in Å:
C 1.329 0.250 0.168  0.42
C -1.650 -0.853 -0.248  -0.76
C -1.300 0.547 0.089  -0.01
N 1.350 -0.674 -0.735  -0.77
N 2.211 0.713 1.021  -0.78
H -2.661 -1.204 0.346  0.31
H -0.976 -1.640 0.141  0.29
H -1.568 -0.939 -1.296  0.23
H -1.243 1.200 -0.741  0.20
H -1.368 1.001 1.037  0.21
H 0.616 -0.755 -1.345  0.41
H 2.231 -1.285 -0.966  0.40
H 2.000 1.563 1.596  0.44
H 3.175 0.380 1.154  0.41


C:
The following is a quantum chemistry calculation of a gas-phase ion, C3H9N2 (charge +1), from the OMol25 dataset.

Molecular weight = 73.1 g/mol
Total charge = +1

Each line ends with the natural charge from an NBO analysis.
Atoms and positions in Å:
C 1.053 -0.631 -0.940  -0.59
C -0.076 -0.655 0.146  -0.16
C -0.560 0.865 0.494  -0.18
N -0.921 1.431 -0.737  -0.71
N 0.676 -1.148 1.173  -0.02
H 1.345 -1.637 -1.231  0.25
H 0.981 0.020 -1.814  0.29
H 1.922 -0.266 -0.370  0.25
H -1.796 0.852 -0.371  0.37
H -1.408 2.292 -0.442  0.41
H -0.864 -1.406 -0.022  0.25
H 0.232 -1.821 1.823  0.37
H -0.999 0.805 1.505  0.25
H 0.414 1.299 0.786  0.22


The most stable arrangement is B, and the next structure is 365.6 kJ/mol less stable.


A:
The following is a quantum chemistry calculation of 2 unconnected molecules or ions with the total composition C3H9N2, from the OMol25 dataset.

Molecular weight = 73.1 g/mol
Total charge = +1

Each line ends with the natural charge from an NBO analysis.
Atoms and positions in Å:
C 1.045 -0.545 -0.339  0.01
N 1.791 -0.331 0.871  -0.87
H 0.339 -1.410 -0.589  0.23
H 1.490 -0.086 -1.202  0.20
H 1.915 0.674 1.040  0.39
H 2.725 -0.722 0.883  0.42
C -0.627 0.726 -1.021  -0.27
C -0.781 0.376 0.318  0.09
N -1.810 -0.435 0.785  -0.78
H -0.246 1.692 -1.402  0.26
H -0.665 0.088 -1.918  0.24
H -0.460 0.964 1.167  0.25
H -2.524 0.018 1.354  0.43
H -2.194 -1.009 0.055  0.39


B:
The following is a quantum chemistry calculation of a molecular structure, C3H9N2, from the OMol25 dataset.

Molecular weight = 73.1 g/mol
Total charge = +1

Each line ends with the natural charge from an NBO analysis.
Atoms and positions in Å:
C 0.183 -1.135 -0.033  -0.43
C 0.889 0.078 0.365  0.06
C -0.374 0.199 -0.591  -0.18
N 2.088 0.480 -0.091  -0.84
N -1.667 0.487 0.065  -0.68
H 0.611 -1.935 -0.617  0.26
H -0.588 -1.539 0.667  0.23
H 0.457 0.461 1.602  0.18
H -0.511 0.499 -1.628  0.24
H 2.549 0.079 -0.930  0.41
H 2.483 1.379 0.119  0.41
H -1.663 0.734 1.103  0.46
H -2.374 -0.118 -0.320  0.45
H -1.885 1.390 -0.340  0.44


C:
The following is a quantum chemistry calculation of 2 unconnected molecules or ions with the total composition C3H9N2, from the OMol25 dataset.

Molecular weight = 73.1 g/mol
Total charge = +1

Each line ends with the natural charge from an NBO analysis.
Atoms and positions in Å:
C 0.920 0.184 -0.068  0.59
C 1.421 1.170 0.797  -0.79
C -1.971 -0.770 -0.127  -0.47
N -1.363 0.488 -0.042  -0.43
N 1.369 -0.837 -0.670  -0.70
H 1.475 0.623 1.745  0.30
H 2.434 1.604 0.419  0.28
H 0.643 1.962 0.909  0.30
H -3.033 -0.495 0.056  0.27
H -1.855 -1.218 -1.022  0.19
H -1.685 -1.475 0.735  0.22
H -1.523 1.085 -0.811  0.35
H 2.434 -1.066 -0.623  0.45
H 0.734 -1.256 -1.299  0.44


The most stable arrangement is B, and the next structure is 110.0 kJ/mol less stable.


A:
The following is a quantum chemistry calculation of a gas-phase ion, C3H9N2 (charge +1), from the OMol25 dataset.

Molecular weight = 73.1 g/mol
Total charge = +1

Each line ends with the natural charge from an NBO analysis.
Atoms and positions in Å:
C 0.268 -1.831 0.194  -0.70
C 0.163 -0.345 0.073  0.24
C -0.998 0.274 -0.153  -0.13
N -0.878 1.760 -0.260  -0.71
N 1.341 0.425 0.164  -0.90
H 0.318 -2.402 -0.728  0.26
H 1.029 -2.129 0.917  0.25
H -0.595 -2.225 0.757  0.25
H -1.825 -0.191 -0.666  0.25
H -1.279 2.121 -1.121  0.44
H -1.535 2.081 0.447  0.45
H 0.134 1.966 -0.228  0.48
H 2.084 0.200 -0.477  0.41
H 1.772 0.295 1.081  0.40


B:
The following is a quantum chemistry calculation of 2 unconnected molecules or ions with the total composition C3H9N2, from the OMol25 dataset.

Molecular weight = 73.1 g/mol
Total charge = +1

Each line ends with the natural charge from an NBO analysis.
Atoms and positions in Å:
C 0.570 -2.250 0.605  0.01
C 1.423 -1.160 0.504  0.13
C 1.189 -0.371 1.968  -0.28
N 2.390 0.386 2.217  -0.66
N 2.212 -0.524 -0.247  -0.45
H 0.503 -2.911 -0.273  0.23
H -0.229 -2.440 1.312  0.25
H 0.900 -1.096 2.751  0.23
H -30.333 14.716 -20.431  0.00
H 2.956 0.575 3.036  0.44
H 0.244 0.230 1.844  0.28
H 2.579 -0.805 -1.150  0.41
H 2.838 0.312 1.268  0.41
H -30.823 15.283 -20.485  0.00


The most stable arrangement is A, and the next structure is 552.7 kJ/mol less stable.


A:
The following is a quantum chemistry calculation of 2 unconnected molecules or ions with the total composition C3H9N2, from the OMol25 dataset.

Molecular weight = 73.1 g/mol
Total charge = +1

Each line ends with the natural charge from an NBO analysis.
Atoms and positions in Å:
C 0.498 0.905 0.038  0.20
C -2.527 -0.696 -0.028  -0.63
C 2.590 -0.498 -0.037  -0.48
N 1.214 -0.090 0.079  -0.25
N -0.804 0.985 -0.005  -0.38
H 1.061 1.948 -0.055  0.33
H -3.050 -0.954 -0.869  0.25
H -2.072 -1.429 0.570  0.25
H -3.188 0.034 0.584  0.25
H 2.720 -1.599 -0.335  0.26
H 3.181 0.220 -0.621  0.24
H 3.210 -0.315 0.817  0.25
H -1.356 1.782 0.217  0.43
H -1.477 -0.294 -0.356  0.27


B:
The following is a quantum chemistry calculation of 2 unconnected molecules or ions with the total composition C3H9N2, from the OMol25 dataset.

Molecular weight = 73.1 g/mol
Total charge = +1

Each line ends with the natural charge from an NBO analysis.
Atoms and positions in Å:
C 1.270 1.224 0.692  0.67
C 0.966 0.823 2.053  -0.77
C -0.886 -0.477 -0.168  -0.66
N 1.735 2.075 -0.039  -0.52
N -0.784 -0.806 -1.679  -0.69
H -0.061 0.545 2.049  0.30
H 1.708 0.133 2.424  0.29
H 0.840 1.690 2.738  0.30
H -0.682 -1.397 0.325  0.17
H -1.961 -0.214 0.003  0.19
H 2.078 2.134 -0.966  0.45
H -0.400 -1.724 -1.737  0.42
H -0.082 -0.205 -2.031  0.43
H -1.689 -0.897 -2.041  0.43


The most stable arrangement is B, and the next structure is 238.2 kJ/mol less stable.